Record 1
The molecule C5H8N2, computed with ωB97M-V/def2-TZVPD.

- SMILES string = Cc1cnn(C)c1
- molar mass (Da) = 96.13
- E (eV) = -8294.4164
- energy above the lowest of the compared OMol25 structures with the same formula, charge and spin (kcal per mole) = 13.37

The geometry in ORCA input format:
```
! wB97M-V def2-TZVPD RIJCOSX def2/J DEFGRID3
* xyz 0 1
C 0.472 0.065 2.513
N -0.038 -0.105 1.174
C 0.379 0.560 0.073
C -0.232 -0.019 -1.014
C -0.013 0.331 -2.454
C -1.025 -1.034 -0.436
N -0.898 -1.087 0.885
H 1.199 0.877 2.491
H 0.971 -0.847 2.848
H -0.329 0.314 3.212
H 1.055 1.402 0.148
H -0.707 -0.206 -3.105
H 1.003 0.068 -2.771
H -0.139 1.404 -2.632
H -1.695 -1.723 -0.932
*
```



Record 2
The molecule C16H12Cl3N3O4, computed with ωB97M-V/def2-TZVPD.

- SMILES string = O=C(COC(=O)c1ncc(Cl)c(Cl)c1Cl)NC(=O)NCc1ccccc1
- molar mass (Da) = 416.65
- E (eV) = -67015.5910
- energy above the lowest of the compared OMol25 structures with the same formula, charge and spin (kcal per mole) = 5.72

The geometry in ORCA input format:
```
! wB97M-V def2-TZVPD RIJCOSX def2/J DEFGRID3
* xyz 0 1
O 1.125 3.443 -1.550
C 1.643 2.396 -1.257
N 2.857 2.316 -0.651
C 3.489 1.169 -0.061
O 4.594 0.822 -0.391
N 2.728 0.622 0.896
H 1.810 1.022 1.074
C 2.941 -0.721 1.407
C 1.826 -1.596 0.891
C 0.584 -1.573 1.514
C -0.479 -2.283 0.983
C -0.310 -3.022 -0.176
C 0.924 -3.047 -0.804
C 1.986 -2.333 -0.276
H 2.947 -2.345 -0.771
H 1.058 -3.621 -1.709
H -1.139 -3.577 -0.590
H -1.441 -2.256 1.474
H 0.448 -0.991 2.414
H 2.937 -0.689 2.500
H 3.917 -1.058 1.054
H 3.394 3.175 -0.644
C 1.018 1.049 -1.663
H 1.110 0.963 -2.749
H 1.504 0.197 -1.183
O -0.382 1.010 -1.411
C -0.765 1.199 -0.157
O -0.012 1.411 0.760
C -2.250 1.106 0.009
N -2.760 1.924 0.917
C -4.049 1.925 1.156
C -4.935 1.072 0.498
C -4.420 0.181 -0.444
C -3.044 0.197 -0.701
Cl -2.395 -0.909 -1.829
Cl -5.445 -0.911 -1.268
Cl -6.610 1.106 0.840
H -4.401 2.625 1.899
*
```



Record 3
A structure of composition C15H12F5NO10STeTi, computed with ωB97M-V/def2-TZVPD.

- molar mass (Da) = 668.78
- E (eV) = -92553.4708
- energy above the lowest of the compared OMol25 structures with the same formula, charge and spin (kcal per mole) = 16.05

The geometry in ORCA input format:
```
! wB97M-V def2-TZVPD RIJCOSX def2/J DEFGRID3
* xyz -2 1
Ti -0.988 0.229 1.645
O -0.043 1.159 4.977
S -0.465 1.858 3.769
O -0.602 3.285 3.929
O 0.414 1.512 2.573
O -1.752 1.207 3.257
O -1.287 2.010 0.097
C -2.014 1.937 -0.874
C -2.354 0.760 -1.642
C -3.154 0.956 -2.755
C -3.461 -0.084 -3.612
C -2.945 -1.374 -3.361
C -2.152 -1.594 -2.281
C -1.810 -0.547 -1.343
O -1.060 -0.795 -0.374
N -4.277 0.150 -4.762
O -4.717 1.279 -4.961
O -4.521 -0.793 -5.512
H -2.461 2.871 -1.272
H -3.541 1.945 -2.969
H -3.196 -2.175 -4.042
H -1.757 -2.578 -2.066
C 1.958 -1.833 0.887
C 1.963 -0.416 0.393
O 1.023 0.331 0.557
C 3.160 0.122 -0.331
C 4.206 -0.698 -0.738
C 5.291 -0.160 -1.415
C 5.337 1.202 -1.678
C 4.296 2.025 -1.265
C 3.210 1.488 -0.595
H 1.074 -1.978 1.506
H 2.860 -2.039 1.467
H 1.939 -2.515 0.033
H 4.172 -1.759 -0.529
H 6.102 -0.803 -1.735
H 6.186 1.623 -2.203
H 4.334 3.089 -1.462
H 2.387 2.104 -0.254
F 0.343 -2.138 4.930
Te -1.459 -1.415 4.699
F -2.784 0.099 1.256
F -1.563 -1.776 6.575
F -3.439 -1.370 4.843
F -1.827 -3.202 4.232
O -0.626 -1.198 2.407
*
```